Molecular formula: C2H3OS2
Method: DFT, wB97M-V/def2-TZVPD

Calculated values
Energy relative to the best compared isomer or geometry (same formula, charge and spin)   7.4 kcal per mole
F_max   0.04516 Eh/bohr
Lowest unoccupied orbital energy   3.651 eV
DFT total energy   -949.682113 Eh
Net charge   -1
Gap between HOMO and LUMO   7.14 eV
Molar mass   107.18 g mol⁻¹

Element x y z (Å)
C 0.848 0.717 -1.046
C -0.705 -0.519 0.868
O 0.322 1.685 -0.555
S 1.868 0.481 -2.308
S 0.499 -1.006 -0.392
H -0.814 0.556 0.654
H -0.396 -0.820 1.955
H -1.622 -1.094 0.823

And the Mulliken charges, in e, turn out to be: 0.3873 -0.6525 -0.6045 -0.5603 -0.2039 0.2124 0.1860 0.2354